No. 1
{
  "formula": "C15H25BIO4P2Tc",
  "method": "ωB97M-V with the def2-TZVPD basis set",
  "total_energy_ha": -1972.571867,
  "total_charge": 3,
  "e_above_lowest_kcal_mol": 0.00,
  "multiplicity": 4,
  "lumo_energy_ev": [-11.6, -13.1],
  "homo_lumo_gap_ev": [6.8, 5.3],
  "elements": ["C", "C", "H", "H", "H", "O", "I", "Tc", "P", "C", "C", "H", "H", "H", "H", "H", "H", "C", "H", "H", "H", "P", "C", "C", "H", "H", "H", "C", "H", "H", "H", "H", "H", "H", "C", "O", "O", "B", "O", "C", "C", "C", "C", "C", "C", "H", "H", "H", "H"],
  "positions_angstrom": [[-1.06893, 3.72708, -1.40972], [-0.89420, 2.27637, -1.61984], [-1.39264, 4.16500, -2.36642], [-0.12520, 4.20324, -1.11214], [-1.80105, 3.96958, -0.62656], [-1.08756, 1.65056, -2.64823], [1.03625, 0.53769, 2.65279], [-0.02435, 1.12457, 0.22939], [-2.29806, 0.80119, 0.62673], [-3.17303, -0.44205, -0.39434], [-2.70272, 0.22200, 2.30747], [-3.79679, 0.14992, 2.40743], [-4.38078, 2.04163, 0.83001], [-2.30687, 0.93453, 3.03978], [-2.94666, 3.07002, 1.12367], [-2.70063, -1.42205, -0.25477], [-2.24434, -0.75933, 2.47902], [-3.36529, 2.27883, 0.49089], [-4.22639, -0.49811, -0.08622], [-3.39512, 2.63133, -0.54484], [-3.11162, -0.16727, -1.45423], [1.97179, 1.65486, -0.79921], [2.18552, 1.25301, -2.55638], [2.37845, 3.41904, -0.63664], [3.46952, 1.19175, 1.03847], [4.30942, 1.22559, -0.54976], [3.33403, -0.20566, -0.03950], [3.42210, 0.88333, -0.00899], [2.05168, 3.77506, 0.34984], [3.46768, 3.52981, -0.72108], [3.06780, 1.77969, -2.94664], [1.28234, 1.53374, -3.11113], [1.88009, 4.00905, -1.41607], [2.32119, 0.17032, -2.67269], [-0.15741, -0.26265, -1.08472], [-0.23594, -1.10371, -1.89458], [-0.45717, -2.09772, 1.49664], [0.53960, -1.13890, 1.09804], [1.69411, -1.83241, 0.53815], [1.35881, -3.16336, 0.62917], [2.17705, -4.25699, 0.42414], [1.69411, -5.51583, 0.79714], [0.41758, -5.66338, 1.35952], [-0.42003, -4.55867, 1.55496], [0.08046, -3.32372, 1.18222], [3.16188, -4.11309, -0.00962], [2.33675, -6.38714, 0.63615], [0.06657, -6.65939, 1.63288], [-1.39201, -4.63738, 2.03980]],
  "mulliken_charge": [-0.98, 0.87, 0.36, 0.13, 0.22, -0.46, 0.03, -0.77, 1.30, -1.31, -1.26, 0.50, 0.49, 0.45, 0.45, 0.28, 0.19, -1.38, 0.50, 0.40, 0.39, 1.03, -1.27, -1.31, 0.45, 0.54, 0.18, -1.28, 0.42, 0.46, 0.46, 0.37, 0.42, 0.38, 0.43, -0.23, -0.36, 1.61, -0.42, 0.63, -0.94, -0.46, -0.45, -0.96, 0.92, 0.53, 0.47, 0.46, 0.52]
}



No. 2
{
  "formula": "C17H11BrClF6N2O9PdS2",
  "method": "ωB97M-V with the def2-TZVPD basis set",
  "total_energy_ha": -5998.806552,
  "total_charge": -1,
  "e_above_lowest_kcal_mol": 50.50,
  "multiplicity": 1,
  "lumo_energy_ev": [0.1, 0.1],
  "homo_lumo_gap_ev": [5.8, 5.8],
  "elements": ["Pd", "F", "C", "F", "F", "S", "O", "O", "N", "S", "O", "O", "C", "F", "F", "F", "C", "C", "C", "C", "Cl", "C", "C", "C", "O", "C", "C", "O", "O", "H", "H", "H", "H", "H", "H", "H", "H", "Br", "C", "C", "N", "C", "C", "C", "C", "O", "O", "H", "H", "H"],
  "positions_angstrom": [[0.36417, -2.31988, 1.28625], [4.47390, 0.11390, 1.69432], [3.28385, -0.06784, 2.26455], [3.29752, -1.23634, 2.90521], [3.08705, 0.90186, 3.15242], [1.97789, -0.04406, 0.95082], [2.28182, -1.21679, 0.18654], [1.99450, 1.27919, 0.44405], [0.74890, -0.42785, 1.95754], [-0.77911, 0.09334, 2.04052], [-1.03343, 1.42528, 1.62590], [-1.63276, -1.02664, 1.71577], [-0.86042, 0.13473, 3.89206], [-0.56591, -1.05787, 4.40888], [-2.09982, 0.45995, 4.26199], [-0.01916, 1.03562, 4.38622], [0.24863, 4.12912, -0.32410], [1.21856, 3.44628, -1.24056], [2.51724, 3.89628, -1.39074], [3.40293, 3.22510, -2.22185], [5.03989, 3.82122, -2.38409], [3.01293, 2.09856, -2.90928], [1.70936, 1.63277, -2.77224], [0.81572, 2.30459, -1.94471], [-0.47869, 1.93687, -1.74622], [-0.92993, 0.71928, -2.32384], [-0.27687, -0.54136, -1.72927], [0.05855, -1.43535, -2.50775], [-0.18879, -0.53916, -0.46078], [0.72987, 4.95572, 0.19747], [-0.14629, 3.42207, 0.40818], [-0.60621, 4.51811, -0.88156], [2.84935, 4.77129, -0.84657], [3.71569, 1.57322, -3.54130], [1.41708, 0.73042, -3.28780], [-0.80587, 0.71682, -3.40780], [-1.99055, 0.66987, -2.08070], [-5.73316, -3.02562, 1.73924], [-4.22264, -2.99881, 0.59737], [-4.17730, -2.10075, -0.45851], [-3.14287, -2.03257, -1.28772], [-2.10914, -2.84812, -1.07857], [-2.08055, -3.77118, -0.04507], [-3.16718, -3.86123, 0.81052], [-0.90708, -4.69029, 0.15216], [-0.97826, -5.85731, -0.16797], [0.13879, -4.16678, 0.72962], [-5.00334, -1.42215, -0.63595], [-1.26714, -2.74530, -1.75317], [-3.18171, -4.57821, 1.62052]],
  "mulliken_charge": [0.60, -0.21, 0.50, -0.22, -0.23, 1.50, -0.74, -0.38, -0.93, 1.35, -0.58, -0.51, 0.55, -0.24, -0.21, -0.22, -1.23, 1.21, -0.83, 0.20, -0.28, -0.89, -0.63, 0.81, -0.42, -0.98, 0.81, -0.78, 0.15, 0.39, 0.07, 0.31, 0.34, 0.43, 0.38, 0.34, 0.31, -0.23, -0.04, -0.27, -0.52, -0.36, 0.39, -0.37, 0.33, -0.62, -0.74, 0.39, 0.77, 0.53]
}



No. 3
{
  "formula": "C24H41ClFN2O3PS",
  "method": "ωB97M-V with the def2-TZVPD basis set",
  "smiles": "CCCCc1cnc2c(P(O)Cl)c(S(=O)(=O)F)ccc2n1.CCCCCC.CCCCCC",
  "total_energy_ha": -2573.687665,
  "multiplicity": 1,
  "lumo_energy_ev": -1.9,
  "homo_lumo_gap_ev": 7.5,
  "elements": ["C", "C", "C", "C", "C", "C", "N", "C", "C", "P", "O", "Cl", "C", "S", "O", "O", "F", "C", "C", "C", "N", "H", "H", "H", "H", "H", "H", "H", "H", "H", "H", "H", "H", "H", "C", "C", "C", "C", "C", "C", "H", "H", "H", "H", "H", "H", "H", "H", "H", "H", "H", "H", "H", "H", "C", "C", "C", "C", "C", "C", "H", "H", "H", "H", "H", "H", "H", "H", "H", "H", "H", "H", "H", "H"],
  "positions_angstrom": [[2.43010, 3.27188, -1.69405], [3.01905, 1.80308, -1.99025], [1.92261, 0.70347, -2.39876], [0.91121, 0.31042, -1.17740], [-0.28272, 1.39863, -1.21888], [-0.42618, 2.43378, -0.06321], [-1.39686, 3.47141, 0.02460], [-2.23984, 3.42169, -1.13927], [-3.36451, 4.53887, -1.24434], [-3.54993, 5.90236, 0.09932], [-3.48645, 5.15805, 1.66589], [-1.81684, 7.15416, 0.08433], [-4.35216, 4.59968, -2.45067], [-5.66127, 5.90700, -2.66681], [-6.70417, 5.34468, -3.62035], [-4.99223, 7.06532, -3.36196], [-6.38606, 6.30948, -1.21441], [-4.29882, 3.51132, -3.60783], [-3.19180, 2.43984, -3.48172], [-2.15459, 2.38748, -2.28432], [-1.16315, 1.34639, -2.33750], [2.28976, 3.35237, -0.55061], [3.09651, 4.11738, -2.08511], [1.37767, 3.37999, -2.16460], [3.78729, 1.90681, -2.85188], [3.55464, 1.42665, -1.03561], [2.51042, -0.23082, -2.75131], [1.33336, 1.07170, -3.32466], [0.45497, -0.70474, -1.49681], [1.43942, 0.26051, -0.16459], [0.34009, 2.36716, 0.79652], [-2.51533, 5.08078, 1.86870], [-5.03549, 3.53443, -4.47448], [-3.12542, 1.64786, -4.31860], [1.40026, -3.74272, 0.75340], [2.89830, -3.98261, 0.63172], [3.46735, -3.52829, -0.71354], [2.90037, -4.26057, -1.93381], [3.07837, -5.78103, -1.91297], [4.54032, -6.20648, -1.90771], [0.83742, -4.30163, 0.00200], [1.04515, -4.06329, 1.73777], [1.16740, -2.68025, 0.63931], [3.11824, -5.04105, 0.80435], [3.40703, -3.43066, 1.42850], [4.55647, -3.63791, -0.69281], [3.27946, -2.45459, -0.83574], [3.37969, -3.85878, -2.83337], [1.83439, -4.03270, -2.03620], [2.59613, -6.19814, -2.80350], [2.56224, -6.21869, -1.05307], [5.05736, -5.82727, -2.79382], [4.61560, -7.29764, -1.91443], [5.06556, -5.84429, -1.02100], [-0.86244, -2.85134, 4.69159], [-1.21344, -2.22727, 3.34833], [-0.29064, -1.06789, 2.97019], [-0.33191, 0.12770, 3.92680], [-1.71516, 0.75685, 4.11120], [-2.27733, 1.32822, 2.81756], [-0.95645, -2.13326, 5.50957], [-1.53499, -3.68700, 4.90758], [0.16156, -3.23451, 4.68524], [-2.25825, -1.90033, 3.35446], [-1.13856, -2.99774, 2.57439], [-0.53671, -0.73538, 1.95568], [0.74130, -1.43554, 2.91981], [0.36007, 0.89258, 3.55611], [0.05190, -0.17221, 4.90703], [-1.63324, 1.56513, 4.84581], [-2.41806, 0.03207, 4.53290], [-1.61358, 2.09816, 2.41539], [-3.25402, 1.78579, 2.99946], [-2.41046, 0.55547, 2.05649]],
  "mulliken_charge": [-0.70, -0.51, -0.65, -0.25, 0.34, -0.44, -0.04, 0.16, 0.22, 0.39, -0.48, -0.26, 0.09, 1.13, -0.59, -0.51, -0.19, -0.67, -0.45, 0.27, -0.55, 0.12, 0.35, 0.17, 0.34, 0.24, 0.24, 0.38, 0.22, 0.32, 0.27, 0.31, 0.38, 0.34, -0.70, -0.57, -0.49, -0.59, -0.50, -1.21, 0.37, 0.26, -0.01, 0.32, 0.34, 0.36, 0.11, 0.44, 0.27, 0.39, 0.26, 0.29, 0.38, 0.29, -1.29, -0.60, 0.12, -0.83, -0.63, -0.83, 0.31, 0.40, 0.28, 0.35, 0.38, -0.10, 0.37, 0.33, 0.41, 0.39, 0.25, 0.04, 0.46, 0.22]
}



No. 4
{
  "formula": "C3H12O2S2",
  "method": "ωB97M-V with the def2-TZVPD basis set",
  "smiles": "CCSSC.O.O",
  "total_energy_ha": -1068.308444,
  "e_above_lowest_kcal_mol": 34.99,
  "multiplicity": 1,
  "lumo_energy_ev": 0.4,
  "homo_lumo_gap_ev": 9.0,
  "elements": ["C", "C", "S", "S", "C", "H", "H", "H", "H", "H", "H", "H", "H", "H", "H", "O", "H", "H", "O"],
  "positions_angstrom": [[-0.53378, 2.03657, 0.04503], [-0.91598, 0.63054, -0.58335], [-2.45766, 0.10943, 0.00395], [-2.13733, -1.83725, 0.54004], [-2.22968, -2.52432, -1.05227], [0.26198, 2.41045, -0.68530], [-0.07524, 1.80498, 1.02177], [-1.25872, 2.84383, 0.14438], [-1.11368, 0.76414, -1.59456], [-0.09953, -0.15002, -0.46044], [-1.87904, -3.52562, -0.97435], [-3.18064, -2.50219, -1.59586], [-1.57858, -2.10338, -1.85065], [4.04361, -0.70331, 0.84453], [3.12328, -1.60027, 1.52165], [3.30151, -1.29277, 0.58554], [2.25819, 2.01036, 2.19510], [2.07908, 1.41281, 0.67592], [2.39221, 2.21603, 1.21884]],
  "mulliken_charge": [-1.02, -0.27, -0.14, -0.10, -0.85, 0.25, 0.24, 0.40, 0.33, 0.25, 0.33, 0.33, 0.28, 0.33, 0.32, -0.65, 0.32, 0.32, -0.65]
}



No. 5
{
  "formula": "C17H66BClNO27PS",
  "method": "ωB97M-V with the def2-TZVPD basis set",
  "total_energy_ha": -3998.102878,
  "multiplicity": 1,
  "lumo_energy_ev": -0.2,
  "homo_lumo_gap_ev": 8.4,
  "elements": ["C", "C", "O", "P", "O", "C", "C", "C", "C", "B", "O", "N", "C", "C", "O", "S", "O", "O", "O", "C", "Cl", "C", "C", "C", "C", "C", "C", "O", "C", "C", "H", "H", "H", "H", "H", "H", "H", "H", "H", "H", "H", "H", "H", "H", "H", "H", "H", "H", "H", "H", "H", "H", "H", "H", "H", "H", "H", "H", "O", "H", "H", "O", "H", "H", "O", "H", "H", "O", "H", "H", "O", "H", "H", "O", "H", "H", "O", "H", "H", "O", "H", "H", "O", "H", "H", "O", "H", "H", "O", "H", "H", "O", "H", "H", "O", "H", "H", "O", "H", "H", "O", "H", "H", "O", "H", "H", "O", "H", "H", "O", "H", "H", "O", "H", "H"],
  "positions_angstrom": [[-2.97152, 2.14408, -2.79175], [-2.55002, 0.61360, -2.82788], [-1.08198, 0.57994, -2.82565], [-0.50114, -0.95363, -3.14337], [-1.67663, -1.89431, -3.05634], [0.79951, -1.53602, -1.95094], [1.15402, -0.47155, -0.78978], [0.41935, -0.97644, 0.50925], [0.54486, -0.04453, 1.77698], [-0.72529, -0.58920, 2.69816], [-0.42721, -1.56316, 3.70598], [-2.13082, -0.16957, 2.51965], [-2.69643, 0.38263, 3.79267], [-2.87194, -1.46835, 2.28319], [1.66043, -0.19831, 2.71201], [1.48475, 1.05099, 3.81958], [1.08637, 0.63524, 5.16564], [2.72846, 1.78040, 4.07166], [0.24995, 1.91081, 3.05822], [0.40869, 1.51419, 1.64772], [-0.87038, 2.05601, 0.48799], [1.66081, 2.38417, 1.23294], [2.95258, 1.87265, 0.78230], [4.04123, 2.82749, 0.47230], [3.90085, 4.27898, 0.60381], [2.59285, 4.79085, 1.04358], [1.50376, 3.85299, 1.35253], [0.13304, -1.12835, -4.68509], [0.17304, 0.12697, -5.42712], [-1.25614, 0.55880, -5.98548], [-3.86767, 2.24871, -3.46246], [-2.14322, 2.81146, -3.13034], [-3.32922, 2.44100, -1.76299], [-2.92692, 0.02974, -1.95188], [-2.94916, 0.18600, -3.77867], [0.35907, -2.44320, -1.43919], [1.71733, -1.90605, -2.48208], [0.85094, 0.55072, -1.13063], [2.27327, -0.53642, -0.68218], [0.78858, -1.99800, 0.80087], [-0.67952, -1.04874, 0.26756], [0.17338, -2.21028, 3.27872], [-3.76002, 0.03197, 3.92232], [-2.70014, 1.50558, 3.75619], [-2.13473, 0.05253, 4.70549], [-2.94018, -2.07516, 3.23593], [-2.21607, -2.08495, 1.58972], [-3.89494, -1.31331, 1.86227], [3.13055, 0.78116, 0.69462], [5.04328, 2.44926, 0.13935], [4.72369, 5.01058, 0.40217], [2.43028, 5.88749, 1.18146], [0.55488, 4.33244, 1.70980], [0.65346, 0.90963, -4.78322], [0.82553, -0.04392, -6.32028], [-2.00231, -0.24986, -5.74941], [-1.22958, 0.80612, -7.07881], [-1.56672, 1.46202, -5.38355], [-2.73369, -2.15437, 5.57974], [-2.86128, -2.42265, 6.49945], [-1.78198, -2.24256, 5.43729], [-4.78160, -2.62436, 7.97482], [-5.58655, -2.45479, 7.47165], [-5.01918, -2.40038, 8.88154], [3.22620, -3.07054, 3.62888], [2.73992, -2.28987, 3.33613], [4.11513, -2.93655, 3.27918], [-6.04211, -0.49229, 2.34936], [-6.20551, -0.08516, 1.48694], [-6.92383, -0.62036, 2.71936], [0.40257, 7.05629, 0.78797], [-0.46830, 7.12258, 0.37653], [0.34749, 7.64636, 1.54894], [0.07605, 3.46056, -2.74178], [-0.07772, 2.50831, -2.66235], [0.22339, 3.59674, -3.68521], [1.68397, -5.07057, 1.44961], [1.54965, -5.34162, 2.36819], [2.63425, -5.15791, 1.31723], [1.89377, 1.16835, -8.23412], [1.34781, 1.09096, -9.02606], [2.78297, 1.32048, -8.57661], [4.06890, -1.18008, -0.43333], [3.93074, -1.44953, 0.48337], [5.02051, -1.27462, -0.56443], [-1.68137, -2.51546, -6.63654], [-1.83021, -2.75893, -5.71340], [-0.72785, -2.61600, -6.75368], [-6.08520, -3.31137, 2.94419], [-5.56094, -2.50010, 2.88198], [-5.47660, -4.00572, 2.66898], [4.66913, -5.28390, 5.33113], [4.18206, -4.50270, 5.03819], [5.55910, -5.15088, 4.98427], [-5.04779, 0.98286, -0.18883], [-4.67939, 0.58944, -0.98764], [-4.46102, 1.72414, 0.00062], [-0.07559, -6.80005, 3.52491], [-0.13974, -7.45508, 2.82022], [-0.63922, -7.14905, 4.22444], [6.82141, -4.45421, 6.47362], [7.51499, -4.79565, 7.04970], [6.02151, -4.50123, 7.01137], [0.71627, -4.12412, -7.92581], [0.56292, -5.07033, -7.82453], [0.87633, -4.01262, -8.86962], [1.40958, 4.44017, -8.85640], [1.25534, 3.49154, -8.75914], [1.57105, 4.55629, -9.79953], [5.19293, 6.89714, -0.57346], [4.32300, 6.96748, -0.98552], [5.14110, 7.48920, 0.18617], [-2.23777, 4.86098, -0.58594], [-2.36831, 4.59193, 0.33099], [-1.28619, 4.75988, -0.72660]],
  "mulliken_charge": [-0.90, -0.32, 0.17, 0.59, -0.87, -1.22, 0.78, -0.81, 0.40, 0.62, -0.77, 0.30, -0.87, -0.72, -0.12, 1.42, -0.62, -0.67, -0.38, 0.09, 0.52, 0.75, 0.03, -0.85, -0.49, -0.61, -0.66, -0.27, -0.01, -0.65, 0.43, 0.21, 0.06, 0.28, 0.37, 0.51, 0.49, -0.05, -0.40, 0.29, 0.25, 0.22, 0.23, 0.19, 0.28, 0.20, 0.27, 0.12, 0.07, 0.31, 0.49, 0.30, 0.40, 0.17, 0.16, 0.15, 0.34, 0.16, -0.53, 0.28, 0.22, -0.60, 0.31, 0.30, -0.59, 0.20, 0.30, -0.55, 0.23, 0.30, -0.59, 0.30, 0.30, -0.65, 0.16, 0.30, -0.60, 0.32, 0.29, -0.61, 0.32, 0.29, -0.61, 0.23, 0.29, -0.66, 0.32, 0.31, -0.69, 0.40, 0.32, -0.68, 0.36, 0.32, -0.59, 0.33, 0.31, -0.59, 0.30, 0.29, -0.63, 0.30, 0.35, -0.61, 0.31, 0.30, -0.63, 0.32, 0.32, -0.66, 0.32, 0.32, -0.63, 0.30, 0.29]
}



No. 6
{
  "formula": "CHCl2NO2",
  "method": "ωB97M-V with the def2-TZVPD basis set",
  "total_energy_ha": -1163.998343,
  "e_above_lowest_kcal_mol": 91.16,
  "multiplicity": 3,
  "lumo_energy_ev": [0.2, -4.8],
  "homo_lumo_gap_ev": [7.9, 5.7],
  "elements": ["C", "N", "O", "O", "Cl", "Cl", "H"],
  "positions_angstrom": [[-0.24241, -0.39670, -0.30019], [0.44765, 0.62180, 0.52097], [0.36920, 1.76880, 0.17313], [0.96301, 0.17021, 1.48451], [0.63573, -1.86360, -0.13025], [-0.55503, 0.14663, -1.98288], [-1.61816, -0.44714, 0.23471]],
  "mulliken_charge": [-0.06, 0.87, -0.51, -0.50, -0.06, -0.07, 0.32]
}